No. 1
114
Properties=species:S:1:pos:R:3:forces:R:3 method="wB97M-V/def2-TZVPD" gap_ha="0.252 / 0.277" spin_multiplicity=2 lumo_ev="-3.38 / -2.70" total_charge=+1 s_squared=0.79
Cr -0.266008 -0.453912 0.367849 -0.199 -0.092 0.347
C 2.496615 -0.612851 -4.363639 -0.001 0.062 0.090
N 2.222911 -0.805021 -2.944312 0.056 -0.140 -0.043
C 1.072987 -0.517812 -2.302816 -0.028 0.048 0.191
N 1.171296 -0.860919 -1.029699 0.278 0.341 -0.184
C 2.428474 -1.369479 -0.826182 -0.215 -0.251 0.039
C 3.097806 -1.354332 -2.026326 0.053 0.146 -0.119
C 4.488551 -1.697933 -2.368359 -0.052 -0.080 -0.012
C 4.773893 -2.641076 -3.351895 0.014 -0.055 -0.005
C 6.088997 -2.956709 -3.658487 -0.014 0.037 0.043
C 7.126064 -2.337185 -2.976117 -0.005 -0.013 -0.011
C 6.847368 -1.403367 -1.987208 -0.009 -0.013 -0.023
C 5.534053 -1.082273 -1.685157 0.035 0.040 -0.012
C 2.853788 -1.830642 0.501608 -0.011 0.076 -0.015
C 2.250372 -1.317315 1.647139 -0.198 0.059 -0.016
C 2.637649 -1.723941 2.911499 0.089 -0.053 -0.083
C 3.644508 -2.668971 3.044123 -0.028 0.017 0.022
C 4.242923 -3.204336 1.912216 -0.009 0.001 0.015
C 3.852103 -2.790202 0.650466 0.017 -0.018 0.004
P -0.243048 0.578067 -2.918186 0.081 0.034 -0.139
C -1.692921 -0.215209 -2.195448 -0.080 0.080 0.098
N -1.853446 -0.469796 -0.904710 -0.093 0.234 -0.068
C -3.119037 -0.988724 -0.749300 0.223 -0.130 0.149
C -3.715753 -1.045547 -1.979077 -0.078 0.083 -0.185
N -2.808676 -0.537810 -2.881386 0.046 -0.158 0.026
C -2.997644 -0.442900 -4.324271 -0.018 0.096 0.093
C -5.053889 -1.526802 -2.350356 0.033 -0.075 0.018
C -5.205890 -2.528953 -3.305722 -0.005 -0.056 -0.030
C -6.468065 -2.995505 -3.635170 -0.031 0.029 0.037
C -7.587225 -2.470923 -3.002368 0.029 -0.006 -0.013
C -7.439814 -1.483768 -2.038716 -0.007 -0.015 -0.003
C -6.178034 -1.011514 -1.712944 -0.040 0.039 0.017
C -3.672867 -1.533986 0.510936 -0.078 -0.018 -0.080
C -4.286423 -0.717881 1.454157 0.024 0.056 0.018
C -4.817365 -1.265496 2.611202 0.012 -0.059 -0.014
C -4.748880 -2.636367 2.825132 -0.019 0.024 0.004
C -4.164264 -3.458928 1.873702 0.014 0.015 -0.024
C -3.634099 -2.908581 0.716051 -0.035 0.012 0.031
C 0.033434 1.827684 -1.617883 -0.155 -0.192 0.047
N 0.219036 1.546612 -0.331641 0.181 -0.054 -0.052
C 0.583028 2.724197 0.281859 -0.130 -0.026 0.049
C 0.559466 3.732056 -0.649576 0.056 0.072 -0.009
N 0.211867 3.144822 -1.844088 0.045 0.081 -0.007
C 0.117685 3.833386 -3.125310 0.042 -0.023 0.025
C 0.906951 5.156481 -0.512542 0.023 -0.051 0.029
C 2.139365 5.508238 0.034212 0.007 0.016 0.002
C 2.476866 6.842807 0.189887 -0.035 -0.003 -0.016
C 1.589020 7.835324 -0.202809 0.020 -0.010 0.007
C 0.359203 7.491067 -0.744826 0.015 -0.012 0.005
C 0.017581 6.155772 -0.896482 -0.051 0.047 0.009
C 1.027266 2.838258 1.681846 -0.007 -0.017 -0.090
C 2.077091 2.042938 2.129627 0.055 -0.017 0.034
C 2.542217 2.158107 3.430323 -0.023 0.030 0.016
C 1.976385 3.095330 4.284930 -0.012 -0.007 -0.030
C 0.951082 3.914535 3.830940 -0.021 -0.045 0.016
C 0.472930 3.783426 2.536514 -0.019 0.005 0.027
H 1.819382 0.142721 -4.754419 0.012 -0.020 -0.007
H 2.350565 -1.543731 -4.907289 0.009 0.005 -0.020
H 3.524188 -0.278806 -4.483536 -0.011 -0.012 -0.025
H 3.966554 -3.151974 -3.861524 -0.022 0.002 -0.008
H 6.301630 -3.694071 -4.419843 0.010 -0.015 -0.018
H 8.151245 -2.586694 -3.212403 0.022 0.002 0.003
H 7.654938 -0.923819 -1.452105 0.020 0.016 0.016
H 5.312837 -0.356892 -0.912324 -0.006 0.008 0.007
H 1.465199 -0.550450 1.594849 0.263 -0.032 0.078
H 2.162701 -1.303002 3.786017 -0.019 0.014 0.029
H 3.951814 -2.994528 4.028425 0.008 -0.009 0.014
H 5.011982 -3.957863 2.013413 0.014 -0.008 -0.004
H 4.313257 -3.226490 -0.224976 -0.003 -0.013 0.008
H -4.058267 -0.324500 -4.528345 0.018 -0.004 -0.014
H -2.631832 -1.342837 -4.815471 -0.006 0.007 -0.016
H -2.459552 0.424738 -4.698387 -0.002 -0.028 -0.028
H -4.332331 -2.967352 -3.773006 0.015 0.012 -0.002
H -6.576954 -3.777034 -4.374457 -0.007 -0.013 -0.012
H -8.572460 -2.837497 -3.255918 -0.017 -0.004 0.000
H -8.309529 -1.080421 -1.538329 -0.010 0.008 0.003
H -6.061640 -0.241224 -0.960841 0.007 -0.011 -0.012
H -4.328592 0.351556 1.289738 -0.018 -0.003 -0.001
H -5.286906 -0.624684 3.345205 -0.009 0.017 0.010
H -5.165051 -3.064425 3.727377 0.001 -0.001 0.011
H -4.127699 -4.529125 2.028731 -0.003 -0.012 0.008
H -3.195006 -3.543393 -0.043800 -0.003 -0.010 -0.017
H 0.841005 4.645082 -3.135631 -0.028 -0.011 -0.027
H -0.881276 4.240136 -3.270889 -0.001 0.006 -0.016
H 0.345013 3.134091 -3.925690 -0.019 0.014 -0.003
H 2.827090 4.732143 0.344247 0.011 -0.016 0.001
H 3.433832 7.107024 0.618306 0.015 0.014 0.002
H 1.854795 8.876549 -0.081498 -0.004 0.014 0.002
H -0.339157 8.262142 -1.039657 -0.012 0.011 -0.007
H -0.956545 5.892185 -1.291051 0.001 -0.008 -0.006
H 2.554919 1.351682 1.447627 -0.001 -0.015 -0.027
H 3.358177 1.532590 3.768030 0.011 -0.019 0.007
H 2.340219 3.195265 5.298613 0.009 0.003 0.022
H 0.508440 4.645188 4.493814 -0.010 0.016 0.015
H -0.342380 4.406502 2.191786 -0.011 0.001 -0.004
F -0.173220 -0.420441 7.687184 -0.020 0.014 -0.115
C -0.439879 -0.222244 6.399503 0.010 -0.014 0.103
C -0.937865 0.996159 5.969917 0.019 -0.038 -0.059
F -1.155920 1.971250 6.848617 0.000 0.026 0.012
C -1.204920 1.190887 4.626992 0.012 0.142 0.152
F -1.720908 2.370312 4.272871 0.046 -0.046 -0.032
C -0.972063 0.206032 3.670684 -0.008 0.120 -0.156
S -1.377060 0.571212 1.994433 -0.132 -0.035 -0.065
C -0.524183 -1.020123 4.141869 0.025 -0.116 0.113
F -0.364615 -2.046775 3.313516 0.020 -0.024 -0.135
C -0.242958 -1.237484 5.480887 0.001 0.010 -0.030
F 0.207891 -2.424987 5.883955 -0.004 0.022 0.003
Cl 0.912560 -4.803837 1.479746 -0.012 0.099 -0.033
C -0.377953 -4.639747 0.266645 0.018 -0.146 -0.053
C -0.513139 -3.243468 -0.316956 -0.122 -0.062 0.201
O -0.737415 -3.096529 -1.501580 0.023 -0.080 -0.231
O -0.447126 -2.290307 0.566918 0.178 0.087 0.124
H -1.315380 -4.902431 0.756996 0.009 0.021 -0.020
H -0.177916 -5.338450 -0.540165 -0.029 0.022 0.029



No. 2
107
Properties=species:S:1:pos:R:3:forces:R:3 method="wB97M-V/def2-TZVPD" gap_ha=0.168 lumo_ev=3.73 total_charge=-2 relative_energy_ev=0.0000
Rb -3.092066 0.215209 -0.676056 -0.325 0.408 -0.236
O -0.412794 0.031007 -1.111128 0.141 -0.297 -0.136
S 0.336751 0.762600 -0.048777 0.192 0.406 -0.052
C 1.556544 1.737361 -0.975175 0.100 -0.318 -0.141
C 2.285811 1.036564 -1.906728 -0.120 -0.010 0.013
C 3.351584 1.628278 -2.619844 0.059 0.066 0.016
C 3.675354 2.927743 -2.331068 -0.031 -0.080 -0.049
C 4.789179 3.823292 -2.831993 0.015 -0.004 -0.012
C 4.564136 5.186271 -2.109907 -0.002 0.016 0.002
C 3.384027 4.941794 -1.191015 0.012 0.041 0.052
C 2.749994 5.713378 -0.258065 0.000 0.029 -0.100
C 1.614013 5.184566 0.418025 -0.086 -0.005 -0.131
C 1.065955 3.922242 0.230466 0.352 -0.171 0.402
P -1.631032 3.341813 0.304612 -1.136 0.018 0.375
C -1.671088 5.178501 0.133237 0.321 0.102 -0.150
C -1.318575 5.706015 -1.109769 -0.046 -0.016 0.022
C -1.389927 7.066477 -1.361693 -0.004 0.000 -0.006
C -1.797241 7.940519 -0.360873 0.010 0.027 -0.019
C -2.133348 7.431092 0.885506 -0.013 -0.014 0.013
C -2.075363 6.064133 1.126948 0.030 0.011 0.005
C -1.517213 3.184107 2.188501 0.092 -0.093 0.050
C -2.658496 3.249721 2.992634 0.038 -0.069 -0.021
C -2.593934 3.061333 4.368672 -0.015 0.010 0.001
C -1.386381 2.757011 4.982786 -0.010 0.020 0.027
C -0.246063 2.656261 4.198931 0.026 0.044 -0.021
C -0.310954 2.883827 2.829004 0.011 0.017 0.059
C 1.799269 3.108448 -0.686176 0.184 0.198 -0.048
C 2.907619 3.634349 -1.391291 -0.100 -0.018 -0.009
C 1.587209 -0.350776 0.716351 0.140 0.243 0.196
C 2.480034 0.448287 1.404871 -0.097 -0.032 -0.042
C 3.698966 -0.004691 1.928134 0.063 -0.091 0.014
C 4.031048 -1.308440 1.706090 -0.005 0.098 0.016
C 5.295234 -2.070131 2.023536 0.020 0.008 0.000
C 4.990856 -3.529312 1.597272 0.013 -0.013 0.011
C 3.587789 -3.479541 1.040282 -0.044 -0.089 -0.015
C 2.780213 -4.464596 0.569851 0.101 0.010 0.022
C 1.446816 -4.131969 0.245450 -0.089 0.112 0.038
C 0.919885 -2.857873 0.296271 0.090 -0.226 -0.104
P -0.910208 -2.605278 0.102233 -0.018 0.409 0.063
C -1.167868 -2.228412 1.899185 0.093 -0.051 -0.002
C -1.616695 -0.978667 2.320375 -0.077 0.043 0.163
C -1.663636 -0.651106 3.672483 -0.015 -0.025 0.006
C -1.281718 -1.577632 4.626565 -0.004 0.036 -0.008
C -0.836901 -2.832334 4.225007 0.003 -0.028 -0.001
C -0.769916 -3.143712 2.877841 0.008 0.026 0.015
C -1.543376 -4.310142 -0.074051 0.008 -0.085 -0.128
C -1.235091 -4.979475 -1.262906 -0.040 0.025 0.033
C -1.824278 -6.192430 -1.578682 -0.003 -0.005 -0.013
C -2.755499 -6.755024 -0.715551 0.000 -0.014 -0.025
C -3.091228 -6.088084 0.452387 -0.003 0.021 0.027
C -2.495610 -4.874085 0.768384 0.012 -0.021 0.012
C 1.800871 -1.766479 0.652439 0.128 -0.069 0.034
C 3.089078 -2.160415 1.100712 -0.084 0.032 -0.013
H 2.041318 -0.006144 -2.081576 0.000 0.004 -0.004
H 3.908869 1.040345 -3.341209 0.002 0.004 -0.003
H 4.760223 3.928565 -3.919204 -0.004 0.009 0.002
H 5.766586 3.400889 -2.582654 -0.002 -0.002 -0.007
H 4.349915 5.979488 -2.831868 0.001 -0.003 0.000
H 5.456159 5.495745 -1.558608 0.000 -0.001 -0.004
H 3.075665 6.731420 -0.052994 0.015 -0.009 0.011
H 1.106879 5.872439 1.097711 0.014 -0.013 0.017
H -0.979820 5.028916 -1.886457 0.008 -0.002 0.003
H -1.118856 7.447657 -2.340355 0.009 0.006 0.005
H -1.850090 9.006931 -0.551369 0.004 0.000 0.004
H -2.453247 8.101086 1.676886 0.006 0.002 0.000
H -2.361181 5.683171 2.099195 0.006 -0.003 0.002
H -3.609399 3.430852 2.503645 -0.012 0.012 0.007
H -3.500534 3.140763 4.960016 0.000 -0.010 0.001
H -1.337531 2.592198 6.054270 0.000 0.000 -0.002
H 0.708054 2.407206 4.651977 -0.005 0.000 0.007
H 0.588053 2.871913 2.230243 -0.001 -0.006 -0.046
H 2.261399 1.509737 1.478039 -0.016 0.007 -0.010
H 4.360480 0.688802 2.433216 0.008 -0.003 -0.004
H 5.552312 -1.999238 3.082365 -0.013 -0.005 0.002
H 6.139323 -1.659433 1.464660 0.004 0.000 0.010
H 5.046084 -4.215009 2.445933 0.006 0.001 -0.003
H 5.704074 -3.888941 0.852552 -0.007 0.002 -0.005
H 3.103577 -5.497886 0.505822 0.016 0.004 0.002
H 0.789824 -4.954317 0.003953 -0.011 0.003 -0.009
H -1.935831 -0.192920 1.647873 0.161 -0.195 -0.157
H -1.988682 0.340836 3.959370 -0.013 -0.006 0.011
H -1.319094 -1.320318 5.678506 0.005 0.003 0.000
H -0.524649 -3.563811 4.961899 -0.002 0.004 0.003
H -0.384460 -4.110339 2.572719 -0.008 -0.003 -0.009
H -0.539050 -4.528962 -1.962879 0.001 0.000 0.000
H -1.576387 -6.682742 -2.512693 -0.006 -0.001 0.000
H -3.234566 -7.694038 -0.966401 0.003 -0.002 0.003
H -3.840574 -6.501279 1.117228 -0.002 0.000 -0.003
H -2.805031 -4.344166 1.658589 -0.003 0.006 0.004
S -3.751297 3.122094 0.069045 0.168 0.251 -0.043
O -5.434103 -1.572247 -1.682455 0.036 -0.069 -0.118
C -4.411124 -2.246904 -1.468335 -0.085 -0.178 0.101
O -3.781868 -2.352321 -0.385342 -0.118 -0.349 -0.034
C -3.796828 -2.954458 -2.676094 -0.068 0.130 -0.046
C -4.503497 -3.952866 -3.331903 0.002 -0.034 0.073
C -3.995089 -4.606040 -4.458931 0.014 -0.019 -0.005
C -2.770017 -4.187043 -4.910883 0.014 0.066 0.009
O -2.040463 -4.655906 -5.990410 -0.012 -0.065 0.043
C -0.885075 -3.827044 -6.055446 0.018 0.014 -0.045
O -0.869160 -2.975344 -4.924187 0.017 -0.007 0.061
C -2.072612 -3.179536 -4.276712 -0.019 -0.040 -0.029
C -2.542890 -2.543911 -3.154953 0.110 -0.092 -0.010
H -5.476996 -4.228602 -2.947091 -0.012 0.012 -0.024
H -4.540321 -5.398015 -4.955555 0.003 0.000 -0.004
H -0.924375 -3.221710 -6.969148 -0.007 -0.002 0.011
H 0.009672 -4.455315 -6.046970 -0.002 0.013 -0.021
H -1.935545 -1.785859 -2.667340 -0.123 -0.064 0.046